# 1
ORCA calculation (ωB97M-V with the def2-TZVPD basis set) on a structure of composition C5H10N2O in a non-equilibrium geometry.

As for the HOMO energy: -9.1 eV. The multiplicity is 1. The calculation puts the largest force on an atom at 7.10 eV/Å. For the HOMO-LUMO gap, the calculation gives 9.8 eV. As for the total energy: -381.08081 hartree. The LUMO energy is 0.026 Ha. As for the relative energy (zero: lowest compared OMol25 entry of this formula, charge and spin): 128.4 kcal/mol.

CARTESIAN COORDINATES (ANGSTROEM)
O  0.11067  -1.81796  0.40861
N  0.71441  0.41515  0.52326
N  2.09821  -1.32594  -0.21000
C  -0.75412  0.36077  1.00944
C  1.19555  1.65802  -0.37219
C  0.93683  -0.97917  0.33101
C  -2.26501  -0.92356  -0.51436
C  -1.68102  0.14224  -0.05175
H  -3.27266  -0.87824  -1.12394
H  -1.87383  -1.87993  -0.05320
H  0.13079  2.14049  -0.73411
H  -0.79024  1.44310  1.17843
H  2.79392  -0.63139  -0.19069
H  1.80461  2.59755  0.36558
H  1.64182  0.94188  -1.36314
H  2.43218  -2.21674  -0.60511
H  -2.37092  1.30294  -0.34198
H  -0.85120  -0.34923  1.74416

---

# 2
ORCA calculation (ωB97M-V with the def2-TZVPD basis set) on a structure of composition C4H6O2S4 in a non-equilibrium geometry.

As for the HOMO energy (alpha / beta): -8.2 / -8.2 eV. The multiplicity is 1. The calculation puts the largest force on an atom at 2.87 eV/Å. For the HOMO-LUMO gap (alpha / beta), the calculation gives 7.2 / 7.2 eV. As for the total energy: -1899.10813 hartree. The LUMO energy (alpha / beta) is -0.036 / -0.036 Ha. As for the relative energy (zero: lowest compared OMol25 entry of this formula, charge and spin): 67.1 kcal/mol.

CARTESIAN COORDINATES (ANGSTROEM)
S  -1.82334  3.20617  -1.15920
S  -2.78110  1.54265  -1.78029
S  0.86998  2.04811  -1.67968
S  -0.28335  0.55038  -2.66110
O  -3.09259  0.66600  -0.63535
O  -1.40955  3.09773  0.24688
C  -0.31828  -0.93134  -1.18566
C  0.52169  0.65398  0.71047
C  -0.38836  -0.38319  0.25281
C  0.93064  1.73182  0.01850
H  1.45091  2.62189  0.48151
H  0.69069  -1.38467  -1.35821
H  -0.28131  -1.31370  0.82112
H  -1.39409  -0.19324  0.52494
H  0.64444  0.53054  1.87565
H  -1.35201  -1.32845  -1.36990

---

# 3
ORCA calculation (ωB97M-V with the def2-TZVPD basis set) on a cluster of 2 separate species, C3H8NO3 in total in a non-equilibrium geometry.

As for the HOMO energy: -3.8 eV. Its total charge is -1. The multiplicity is 1. The calculation puts the largest force on an atom at 2.71 eV/Å. For the HOMO-LUMO gap, the calculation gives 7.4 eV. As for the total energy: -399.62490 hartree. The LUMO energy is 0.132 Ha. As for the relative energy (zero: lowest compared OMol25 entry of this formula, charge and spin): 33.2 kcal/mol.

CARTESIAN COORDINATES (ANGSTROEM)
O  -0.86110  -0.36526  -0.15508
O  -2.41113  -1.96268  0.49408
O  2.29574  2.28123  -0.35194
N  -0.45477  -1.77703  1.68831
C  1.21795  1.31777  -0.36161
C  -1.31300  -1.33894  0.53995
C  0.96701  1.36723  -1.86203
H  0.03964  0.91526  -2.13895
H  -0.51748  -2.78508  1.84619
H  2.43730  2.64061  0.53489
H  1.46813  0.29908  -0.04847
H  1.78593  0.90260  -2.40990
H  0.41583  1.70950  0.27682
H  0.93091  2.41129  -2.20976
H  -0.79674  -1.35678  2.53666

---

# 4
ORCA calculation (ωB97M-V with the def2-TZVPD basis set) on an isolated molecule of C2H4N4.

As for the HOMO energy: -8.8 eV. The multiplicity is 1. The calculation puts the largest force on an atom at 0.71 eV/Å. The SMILES is [H]/N=N/C(N)=C=N. For the HOMO-LUMO gap, the calculation gives 9.2 eV. As for the total energy: -297.53596 hartree. The LUMO energy is 0.015 Ha. As for the relative energy (zero: lowest compared OMol25 entry of this formula, charge and spin): 68.0 kcal/mol.

CARTESIAN COORDINATES (ANGSTROEM)
N  1.78534  -0.26552  0.06793
N  -1.68421  -0.95400  -0.18228
N  -0.46344  -1.20560  -0.25765
N  -0.76525  2.17303  0.02403
C  0.38461  -0.09103  -0.02846
C  -0.17524  1.11053  0.08298
H  -1.13156  2.52582  0.90655
H  -2.17475  -1.83205  -0.39003
H  2.00969  -1.08505  0.62183
H  2.21481  -0.37612  -0.84489

---

# 5
ORCA calculation (ωB97M-V with the def2-TZVPD basis set) on a structure of composition C20H58CrO18 in a non-equilibrium geometry.

As for the HOMO energy (alpha / beta): -2.2 / -4.7 eV. Its total charge is -1. The multiplicity is 6. The calculation puts the largest force on an atom at 2.60 eV/Å. For the HOMO-LUMO gap (alpha / beta), the calculation gives 3.8 / 6.3 eV. As for the total energy: -3195.35193 hartree. The LUMO energy (alpha / beta) is 0.060 / 0.060 Ha. As for the relative energy (zero: lowest compared OMol25 entry of this formula, charge and spin): 10.1 kcal/mol.

CARTESIAN COORDINATES (ANGSTROEM)
Cr  4.16030  0.29842  0.43890
O  -2.02211  4.16810  0.85458
O  -4.38079  1.97209  0.76330
O  4.05258  1.46749  2.19319
O  -3.99726  -2.63297  -1.62260
O  1.84693  3.88757  -3.28067
O  0.02193  -5.39600  -1.48476
O  4.20936  -1.43888  1.76355
O  -0.13917  -3.75462  -3.74617
O  -1.76048  -2.74933  2.73272
O  2.29383  -0.02061  -3.52683
O  -0.60541  -1.10982  -5.42258
O  -0.21483  4.03446  4.08898
O  -3.94471  0.35315  -2.49028
O  -0.05361  5.73315  -3.23362
O  2.17574  0.21869  -0.33432
O  -0.14415  0.55106  5.36442
O  -4.71180  -3.15253  2.29712
O  3.22751  -3.94433  2.58379
C  -2.00352  2.80315  0.56898
C  -0.24382  1.99628  5.33567
C  0.91176  -0.26176  0.05305
C  0.91953  -0.13170  -3.76557
C  -2.43769  -2.94296  1.50839
C  0.67177  -0.54004  -5.14183
C  0.60802  -0.28913  1.57586
C  0.71524  3.55279  -2.51947
C  1.04424  -3.74262  -2.91137
C  3.84963  -3.73223  1.34130
C  0.67015  -4.14994  -1.45983
C  -2.83954  -1.84143  -1.95729
C  4.93054  -2.63857  1.53896
C  -0.01565  4.84162  -2.11287
C  -3.59386  -3.83623  1.72827
C  2.56429  3.33332  1.31752
C  3.68148  2.82904  2.19831
C  -3.10271  1.96572  1.37163
C  0.08416  2.68454  4.00399
C  -2.93686  -0.27493  -1.68836
H  -3.21224  2.40228  2.36436
H  4.26317  -4.64453  0.91144
H  -0.41221  -0.65642  1.68687
H  -2.29767  -2.10944  3.20556
H  -2.68991  -1.95659  1.11912
H  -2.08867  -2.26125  -1.28794
H  -4.80929  0.06900  -2.18475
H  0.83693  0.39863  -5.67069
H  -1.00953  2.46257  0.85899
H  1.42482  -0.86106  2.01613
H  -2.91255  4.44236  1.08588
H  -5.00880  -2.50682  1.65180
H  0.64301  -1.20928  -0.41391
H  3.51894  -1.57164  2.41724
H  0.10202  2.94264  -3.18263
H  0.37822  -0.82388  -3.12060
H  2.28275  -4.09717  2.50856
H  2.40392  4.40588  1.42703
H  1.12302  2.42163  3.80461
H  -2.11638  2.67220  -0.50722
H  3.14347  -3.42292  0.57074
H  -2.77102  0.93793  1.51907
H  1.60616  2.86582  1.54453
H  2.43486  0.33840  -2.64773
H  2.80349  3.21055  0.26120
H  -4.51955  -2.07393  -1.04268
H  -0.12543  -2.94786  -4.26631
H  -2.42103  -2.07140  -2.93712
H  -1.98500  0.22401  -1.87040
H  0.18229  0.42584  -0.37493
H  5.61394  -2.78573  2.37527
H  -3.86157  -4.32171  0.78979
H  5.65228  -2.60213  0.72296
H  -3.33507  -4.72321  2.30654
H  1.53123  -2.77808  -2.76782
H  0.37114  2.42914  6.12470
H  0.65556  0.65013  2.12690
H  1.79896  -4.36842  -3.38767
H  -1.72219  -3.41487  0.83500
H  -4.70278  2.87618  0.73960
H  0.63625  4.41511  4.31780
H  -1.20272  -0.36045  -5.36554
H  -0.95434  0.20290  4.98497
H  1.42622  -1.24012  -5.50069
H  -0.44573  2.18275  3.19435
H  1.60659  3.89400  -4.21008
H  -0.42934  5.17877  -3.92143
H  -0.97817  4.61981  -1.65194
H  4.57684  3.44989  2.16670
H  1.49876  -4.15573  -0.75169
H  -0.07145  -3.41594  -1.14455
H  0.51738  5.32498  -1.29414
H  -3.21219  -0.05872  -0.65611
H  -0.76092  -5.32596  -2.03598
H  3.39927  3.13616  3.20535
H  -1.27720  2.14115  5.65065
H  0.92623  3.07265  -1.56394
H  0.48420  0.86191  -3.65928

---

# 6
ORCA calculation (ωB97M-V with the def2-TZVPD basis set) on a structure of composition CH2CuNO5S in a non-equilibrium geometry.

As for the HOMO energy: -10.0 eV. The multiplicity is 1. The calculation puts the largest force on an atom at 3.03 eV/Å. For the HOMO-LUMO gap, the calculation gives 8.2 eV. As for the total energy: -2508.77518 hartree. The LUMO energy is -0.066 Ha.

CARTESIAN COORDINATES (ANGSTROEM)
Cu  -3.04916  -1.52530  -0.42066
S  -0.91440  -0.04414  0.20503
O  -1.95834  0.31584  -0.82412
O  -0.68852  -1.53225  0.16254
O  1.77144  0.47970  0.30132
O  -1.40738  0.36184  1.50976
O  2.64353  -1.39008  0.56413
N  2.11828  -0.76230  -0.26325
C  0.54772  0.97003  -0.20597
H  0.37951  1.95585  0.27043
H  0.55732  1.17080  -1.29922

---

# 7
ORCA calculation (ωB97M-V with the def2-TZVPD basis set) on a cluster of 11 separate species, C22H66O11 in total in a non-equilibrium geometry.

As for the HOMO energy: -10.0 eV. The multiplicity is 1. The calculation puts the largest force on an atom at 2.50 eV/Å. The SMILES is CCO.CCO.CCO.CCO.CCO.CCO.CCO.CCO.CCO.CCO.CCO. For the HOMO-LUMO gap, the calculation gives 10.0 eV. As for the total energy: -1705.23025 hartree. The LUMO energy is 0.002 Ha. As for the relative energy (zero: lowest compared OMol25 entry of this formula, charge and spin): 116.8 kcal/mol.

CARTESIAN COORDINATES (ANGSTROEM)
O  14.57523  -6.46072  33.53014
O  21.08672  -5.63023  35.34965
O  20.42477  -3.99277  31.00868
O  26.48771  -5.57214  33.02060
O  21.87331  -6.68142  42.06245
O  19.12635  -4.96279  38.85952
O  19.43788  -13.70879  37.15240
O  25.76636  -1.07632  40.10835
O  22.17034  1.87194  34.37942
O  23.62775  -10.77588  30.31159
O  27.15212  -11.77935  39.33862
C  25.64852  -10.60744  31.50589
C  22.32218  0.57706  34.80592
C  20.32159  -4.93804  30.01360
C  19.15483  -12.42559  36.56837
C  17.70780  -3.23670  38.56364
C  21.16299  -4.61893  28.82256
C  16.16893  -7.69258  34.83427
C  22.86508  -7.47583  41.45835
C  26.19738  -10.35746  37.60706
C  26.97043  -3.38630  32.34594
C  15.93708  -6.74638  33.67062
C  20.98883  0.06238  35.20417
C  18.90745  -3.66755  39.31114
C  20.41011  -11.58023  36.55676
C  22.41117  -5.98654  35.64446
C  26.16096  -4.62888  32.03106
C  23.71429  -7.97070  42.52258
C  26.62522  -2.19448  39.78166
C  27.35502  -10.56998  38.61714
C  24.27562  -9.96225  31.27846
C  23.25611  -4.76710  35.95414
C  27.69343  -1.67196  38.85438
H  27.11072  -2.50879  40.70557
H  16.82552  -3.85771  38.71859
H  26.06449  -3.07560  39.46972
H  27.27650  -0.98609  38.11691
H  23.04374  -4.27614  36.90386
H  28.35452  -10.57553  38.18233
H  18.75913  -3.54740  40.38429
H  25.10368  -1.40961  40.71776
H  24.33485  -8.96962  30.83208
H  28.00201  -3.59270  32.63113
H  26.32629  -11.10217  36.82164
H  20.33676  0.02493  34.33152
H  23.37941  -6.88294  40.70201
H  25.19605  -10.49944  38.01359
H  24.09853  -7.09875  43.05187
H  16.35164  -7.12494  32.73631
H  23.71656  -9.93760  32.21385
H  26.37628  -5.11787  31.08099
H  21.09488  -5.49940  28.18362
H  24.53844  -8.55932  42.11960
H  17.87286  -3.17745  37.48784
H  19.25499  -4.97728  29.79240
H  27.11813  -12.48978  38.69386
H  16.45533  -5.81344  33.89230
H  22.71619  -10.47969  30.25738
H  24.31827  -5.00926  35.99003
H  26.29805  -9.34534  37.21517
H  22.93456  0.57920  35.70762
H  22.46845  -6.67795  36.48515
H  26.27166  -10.46117  30.62361
H  19.86400  -3.25742  30.75096
H  15.49291  -8.54763  34.83383
H  16.12299  -7.13037  35.76695
H  27.35206  -5.92003  32.78935
H  19.74058  -3.02174  39.03377
H  23.18390  -8.63779  43.20212
H  27.04842  -2.78404  31.44078
H  20.49077  -5.92091  30.45341
H  20.43915  0.67556  35.91828
H  27.47136  -9.71805  39.28704
H  23.13427  -4.10816  35.09446
H  18.29501  -11.93154  37.02083
H  20.25054  -10.62189  36.06255
H  22.80149  -6.43264  34.72971
H  21.97702  2.40562  35.15364
H  18.80659  -12.56742  35.54528
H  21.04622  -5.18356  34.50086
H  21.15709  -12.13568  35.98968
H  25.09770  -4.38894  32.03038
H  22.82226  -0.03060  34.05174
H  20.66305  -11.35360  37.59251
H  20.88887  -3.74301  28.23458
H  21.19902  -6.47805  41.41009
H  21.10661  -0.94699  35.59838
H  22.45293  -8.27590  40.84343
H  22.20167  -4.54170  29.14391
H  17.44069  -2.20862  38.80821
H  26.52565  -2.75180  33.11254
H  25.53342  -11.67527  31.69181
H  28.50920  -1.15713  39.36189
H  28.17978  -2.49550  38.33157
H  26.09453  -10.17735  32.40266
H  17.18113  -8.05582  34.65654
H  19.28968  -4.96973  37.91353
H  14.42237  -6.42765  32.58296
H  18.59637  -14.16791  37.10064

---

# 8
ORCA calculation (ωB97M-V with the def2-TZVPD basis set) on a structure of composition C21H36Cl2N3O4Tl in a non-equilibrium geometry.

As for the HOMO energy: -7.2 eV. The multiplicity is 1. The calculation puts the largest force on an atom at 2.36 eV/Å. For the HOMO-LUMO gap, the calculation gives 4.2 eV. As for the total energy: -2379.82025 hartree. The LUMO energy is -0.110 Ha. As for the relative energy (zero: lowest compared OMol25 entry of this formula, charge and spin): 13.3 kcal/mol.

CARTESIAN COORDINATES (ANGSTROEM)
Tl  -1.44438  0.26177  2.30860
Cl  -2.13313  1.03617  -1.11347
Cl  0.90123  -0.78121  2.96901
O  2.97856  -0.69468  -0.68871
O  -1.51951  -1.83083  0.82292
O  0.19109  1.78800  0.91933
O  1.76051  2.30312  -1.82357
N  0.31016  2.26857  -3.60567
N  4.38138  -0.01980  1.01458
N  0.75872  3.39782  2.38836
C  -5.79076  -3.66422  -0.01448
C  5.13501  -0.62534  2.10046
C  0.04104  2.96333  1.31598
C  -4.45887  -3.43643  -0.36626
C  -2.11784  -2.70569  0.20532
C  3.29100  -0.66414  0.49450
C  -1.46768  -3.46074  -0.96789
C  0.64949  2.14221  -2.29131
C  0.60016  4.72329  2.95414
C  -0.53986  -2.47843  -1.52006
C  0.85838  -2.72272  -1.75450
C  -0.80653  -4.71253  -0.37897
C  1.34916  2.49077  -4.59096
C  -3.51056  -3.05470  0.59907
C  -5.27474  -3.02142  2.26962
C  -0.92145  3.93784  0.71214
C  -6.20887  -3.42848  1.30267
C  1.75502  2.51719  2.94808
C  5.09380  0.92364  0.17355
C  -3.92924  -2.86650  1.93151
C  -1.04027  2.55742  -4.03477
H  1.48725  -2.36570  -0.92085
H  -1.23121  2.07344  -4.99976
H  1.45698  3.56248  -4.81434
H  -1.58375  -5.41786  -0.06103
H  -4.13960  -3.50938  -1.40656
H  -1.69923  4.21960  1.43932
H  1.04744  4.71371  3.95392
H  1.05893  -3.79339  -1.92384
H  -6.49628  -4.03545  -0.76573
H  1.09655  5.48590  2.32719
H  2.49093  2.21539  2.18899
H  4.44894  -1.23411  2.70044
H  2.24133  3.05584  3.76501
H  -0.36854  4.84563  0.41526
H  -0.20820  -4.41075  0.49360
H  4.38607  1.42237  -0.49332
H  5.95229  -1.25760  1.71452
H  1.17871  -2.13840  -2.62694
H  -1.39276  3.46892  -0.15701
H  -3.18802  -2.56773  2.67596
H  -0.16763  -5.19257  -1.12715
H  -2.21898  -3.74153  -1.72709
H  -5.59451  -2.84595  3.30416
H  5.58383  0.16051  2.72000
H  1.06634  1.98357  -5.52105
H  -1.18825  3.63920  -4.18703
H  1.29377  1.58908  3.32248
H  -1.74484  2.18459  -3.28370
H  2.29096  2.09271  -4.20814
H  5.87203  0.41989  -0.41733
H  -7.25264  -3.60398  1.58575
H  -0.22929  1.84757  -1.64970
H  2.68737  -1.15650  1.28584
H  -0.46883  4.98133  3.02826
H  5.58911  1.65309  0.82280
H  -0.94731  -1.48719  -1.73217